Computed, not measured: a structure of composition C33H91BrO14Zr at a distorted geometry, with the ωB97M-V functional and the def2-TZVPD basis.

Properties
Molecular weight   883.2 g/mol
LUMO energy   0.37 eV
E_tot   -4986.52844 Ha
Charge   0
Frontier orbital gap   0.323 Eh

```
140
Properties=species:S:1:pos:R:3:forces:R:3
Zr 0.25724 0.52303 -0.38082 -0.27 -0.16 -0.02
O -0.90578 0.41475 1.31740 0.08 0.45 0.36
H -0.77594 0.01683 2.20020 0.18 0.28 -1.05
O -1.12877 -0.22843 -1.66766 -0.19 -0.33 -0.30
H -1.72007 -0.41491 -2.42272 1.55 1.03 0.23
O 2.13110 0.33348 0.47017 0.16 -0.43 0.60
H 2.77114 0.44232 1.20025 -1.24 0.32 -0.44
Br 1.48778 2.08043 -2.43670 -0.51 -0.26 0.48
C -1.75858 0.10358 -5.93810 1.22 -0.94 0.52
C -0.25291 0.38500 -6.22907 -1.66 -0.39 -0.08
C 0.54026 -0.84875 -6.58241 -0.46 -0.19 0.13
O -0.26840 1.26357 -7.36473 0.61 0.18 0.85
H -2.24111 1.04698 -5.68264 -0.35 -0.04 -0.58
H -1.86283 -0.50407 -5.03921 0.13 -0.15 0.26
H -2.17369 -0.51116 -6.73676 -0.41 0.59 -0.21
H 0.07399 0.83681 -5.29253 0.79 0.43 -0.20
H 0.23141 -1.18390 -7.57255 0.07 -0.02 -0.09
H 0.25089 -1.62633 -5.87550 0.22 -0.18 0.04
H 1.62333 -0.72740 -6.56394 -0.10 0.20 0.03
H -0.69622 2.03358 -6.98307 -0.01 0.50 -0.55
C -3.32483 -5.41479 -0.87286 0.72 0.11 -0.33
C -1.92196 -4.98152 -1.39681 -0.51 -0.54 0.48
C -1.82687 -4.84879 -2.89548 -0.47 -0.79 -0.09
O -1.57920 -3.73036 -0.87679 0.67 0.33 1.22
H -4.05638 -4.70768 -1.26393 -0.16 -0.09 0.04
H -3.36348 -5.41046 0.21645 0.16 0.25 0.04
H -3.59104 -6.43189 -1.16049 0.03 0.03 -0.33
H -1.17612 -5.66424 -0.98973 0.11 -0.22 -0.19
H -2.67855 -4.26287 -3.24107 0.05 0.14 -0.14
H -1.89936 -5.84040 -3.34219 0.16 0.04 -0.33
H -0.89789 -4.34360 -3.15981 -0.04 -0.18 -0.10
H -2.22751 -3.10915 -1.21648 -0.55 0.60 -0.10
C 5.45311 -0.22201 4.34764 0.41 -1.25 -0.24
C 4.06828 0.11654 3.79763 1.74 -0.59 -0.13
C 3.09197 -1.02369 3.99617 -1.15 0.70 0.17
O 3.65490 1.26947 4.47764 -1.13 0.70 0.74
H 6.27062 0.43971 4.06141 -0.26 0.37 -0.10
H 5.76848 -1.21231 4.01913 -0.01 -0.08 -0.30
H 5.45054 -0.32622 5.43265 -0.30 0.32 0.13
H 4.16882 0.42078 2.75580 -0.01 -0.46 -0.45
H 3.12105 -1.84219 3.27693 0.76 -0.05 0.19
H 2.07360 -0.65741 3.86636 -0.08 0.32 -0.12
H 3.10074 -1.33176 5.04169 0.33 -0.43 -0.07
H 4.44021 1.77503 4.69966 -0.09 0.21 0.03
C -3.38729 2.23082 -2.43330 -0.16 -1.01 -0.92
C -2.10891 2.87746 -1.99665 0.10 0.97 0.37
C -2.35192 4.33899 -1.67644 0.06 0.69 -0.04
O -1.60571 2.32628 -0.79763 1.24 -0.76 -0.37
H -3.77190 2.82451 -3.26259 -0.51 0.01 0.16
H -4.12688 1.99940 -1.66678 -0.04 0.76 0.25
H -3.19492 1.24681 -2.86086 0.28 -0.10 -0.15
H -1.38211 2.79090 -2.80434 0.30 -0.21 0.30
H -1.48394 4.94335 -1.41290 0.53 -0.38 -0.42
H -2.90990 4.39662 -0.74186 -0.74 0.03 -0.22
H -2.84783 4.83347 -2.51171 -0.27 0.16 0.24
H -2.26168 2.54516 -0.13175 -0.20 -0.34 0.90
C -0.14545 0.68060 4.94845 0.01 -1.09 -0.28
C 0.18522 2.00423 4.30062 -0.58 -0.15 0.69
C 0.63588 2.95919 5.34703 0.68 0.97 1.24
O 1.19214 1.90296 3.32184 -0.59 -0.15 -0.91
H -0.44009 -0.04649 4.19174 -0.14 -0.09 -0.15
H -0.96173 0.71377 5.67003 0.00 0.34 -0.01
H 0.71103 0.22105 5.44178 0.18 0.25 0.17
H -0.73610 2.33802 3.82327 0.18 0.25 -0.43
H -0.05679 3.18416 6.15802 -0.48 -0.18 -0.24
H 0.97909 3.92027 4.96409 -0.07 -0.04 -0.28
H 1.48304 2.51018 5.86550 0.29 -0.03 -0.04
H 2.02366 1.59511 3.68978 0.42 0.15 0.55
C -4.55038 3.80045 2.01178 -0.48 -0.36 -0.41
C -3.49606 2.83411 2.46999 -0.74 0.72 0.31
C -3.96259 2.00000 3.60656 1.27 -1.32 1.30
O -3.24434 2.00542 1.39058 -0.05 -0.04 -1.32
H -4.28416 4.25531 1.05766 0.30 0.68 0.37
H -4.85732 4.46377 2.82042 0.10 0.31 -0.36
H -5.40485 3.19524 1.70894 -0.31 -0.11 0.31
H -2.59348 3.34006 2.81268 0.27 0.36 -0.18
H -4.70843 1.24183 3.36780 -0.58 0.62 0.01
H -4.05232 2.51449 4.56330 -0.80 0.26 -0.17
H -3.09799 1.37494 3.82985 0.34 -0.42 0.10
H -2.51488 1.41160 1.58263 0.83 -0.63 -0.04
C -5.62144 -1.96976 -1.59984 -0.74 0.11 0.75
C -4.34491 -1.25469 -1.28049 0.43 0.21 1.90
C -3.97717 -1.17375 0.23133 -0.06 0.32 0.32
O -3.29370 -1.93458 -1.91797 0.18 -0.54 -1.01
H -5.64560 -2.95860 -1.14188 0.48 -0.37 -0.49
H -5.82674 -1.97712 -2.67030 0.02 -0.22 0.10
H -6.46222 -1.52976 -1.06356 -0.07 0.59 -0.27
H -4.30566 -0.22519 -1.63643 -0.60 0.06 -0.17
H -4.78414 -0.80124 0.86231 -0.24 -0.01 -0.13
H -3.13681 -0.50895 0.43115 0.01 0.40 -0.55
H -3.58319 -2.07714 0.69689 -0.48 -0.67 -0.46
H -2.55167 -1.33664 -1.80189 0.56 -0.27 0.53
C 5.07753 0.69184 -1.24627 0.65 -1.18 -0.08
C 5.30545 -0.79322 -0.78875 0.56 1.50 -0.27
C 6.31730 -0.87199 0.33904 0.71 -0.12 0.20
O 4.09476 -1.28797 -0.35364 -1.02 -1.78 0.22
H 6.03700 1.13745 -1.50885 -0.02 0.27 0.24
H 4.58988 1.18670 -0.40638 0.23 0.35 0.02
H 4.41467 0.81638 -2.10254 -0.08 -0.34 0.04
H 5.64979 -1.45798 -1.58097 -0.02 0.18 -0.32
H 7.33906 -0.74100 -0.01726 0.05 0.38 -0.12
H 6.34823 -1.84614 0.82707 -0.41 -0.18 -0.13
H 6.11943 -0.13900 1.12113 -0.05 0.20 -0.01
H 3.56980 -0.60534 0.07066 -0.49 0.50 0.02
C 0.09840 4.73185 1.53585 0.00 1.74 0.80
C 0.95745 4.02302 0.53644 0.81 -0.31 0.86
C 2.46326 4.13679 0.79620 0.69 0.96 -0.32
O 0.66050 2.66545 0.80884 -0.90 -1.33 -2.08
H 0.43940 4.46009 2.53483 -0.33 -0.35 0.19
H -0.97085 4.56717 1.40285 0.10 -0.51 -0.02
H 0.18817 5.81797 1.55574 0.29 0.25 -0.41
H 0.68513 4.33147 -0.47292 0.14 -0.62 -0.12
H 2.81083 3.70772 1.73598 -0.62 -0.10 0.36
H 2.80413 5.17182 0.82143 -0.11 0.25 -0.07
H 3.09623 3.64489 0.05765 -0.48 -0.13 -0.41
H 0.89148 2.48840 1.72367 0.19 -0.41 0.71
C -0.85150 -2.97366 2.35874 0.54 0.89 1.05
C 0.38728 -2.44933 1.66358 0.93 -1.07 -1.09
C 1.38765 -3.58953 1.31695 -0.65 -0.26 0.62
O 0.00192 -1.86091 0.42522 0.56 0.60 0.52
H -1.52598 -2.16094 2.62837 -0.10 0.22 -0.28
H -0.48150 -3.31606 3.32516 -0.39 -0.81 0.06
H -1.42212 -3.68490 1.76156 0.34 -0.22 0.15
H 0.99814 -1.76112 2.24780 -0.62 0.54 0.03
H 0.88061 -4.40807 0.80607 -0.19 0.08 -0.36
H 1.73283 -4.06474 2.23518 0.32 0.15 0.17
H 2.23264 -3.26406 0.71021 -0.06 0.21 0.12
H -0.33621 -2.63492 -0.03102 -0.53 -0.04 -1.25
C 3.02459 -1.41374 -3.67296 -0.13 0.57 0.32
C 1.74936 -1.84578 -2.93855 0.48 -1.71 0.14
C 1.83182 -3.35552 -2.56479 -0.14 0.64 -0.25
O 1.59577 -1.17810 -1.68277 -0.87 0.87 -0.73
H 2.93384 -0.35382 -3.91051 -0.03 0.05 -0.20
H 3.21118 -1.98059 -4.58507 -0.26 -0.06 -0.02
H 3.91891 -1.49619 -3.05529 -0.09 -0.24 0.21
H 0.92361 -1.68675 -3.63205 -0.40 0.46 0.61
H 2.76020 -3.42631 -1.99805 0.25 -0.59 -0.26
H 1.77018 -3.98705 -3.45105 0.58 -0.07 -0.05
H 1.04651 -3.72256 -1.90399 -0.28 0.51 0.04
H 2.40433 -1.34390 -1.19253 0.60 0.03 0.28
```
Positions in Å, forces in eV/Å.